[1]
Molecular formula: C20H28N2O5
Method: DFT, ωB97M-V/def2-TZVPD

```
55
Properties=species:S:1:pos:R:3
C -5.548 -0.727 -0.522
C -4.966 -1.199 -1.849
C -3.761 -2.132 -1.690
H -3.429 -2.465 -2.679
O -2.640 -1.468 -1.141
C -2.414 -1.423 0.206
C -3.022 -2.234 1.155
C -2.688 -2.114 2.494
C -1.750 -1.187 2.902
C -1.138 -0.377 1.959
C -1.451 -0.485 0.617
C -0.817 0.400 -0.448
N -1.834 1.233 -1.071
C -2.196 2.447 -0.617
O -3.213 3.028 -0.926
N -1.246 3.051 0.204
C 0.015 2.558 0.422
C 0.292 1.271 0.095
C 1.592 0.638 0.289
O 2.596 1.162 0.728
O 1.564 -0.661 -0.073
C 2.774 -1.387 0.090
C 3.757 -1.086 -1.054
O 4.978 -1.765 -0.885
C 6.091 -1.010 -0.416
C 5.867 -0.376 0.956
H 6.782 0.112 1.282
H 5.603 -1.139 1.685
H 5.075 0.369 0.920
C 6.549 0.039 -1.434
H 5.868 0.887 -1.461
H 7.535 0.405 -1.162
H 6.599 -0.404 -2.426
H 6.869 -1.779 -0.333
H 3.899 -0.004 -1.120
H 3.319 -1.437 -1.996
H 3.228 -1.126 1.050
H 2.494 -2.441 0.087
C 0.965 3.540 1.019
H 0.559 3.918 1.957
H 1.097 4.383 0.343
H 1.927 3.075 1.203
H -1.447 4.007 0.461
H -2.526 0.730 -1.607
H -0.420 -0.258 -1.230
H -0.404 0.350 2.274
H -1.494 -1.091 3.946
H -3.173 -2.753 3.217
H -3.761 -2.965 0.870
H -4.035 -3.017 -1.109
H -5.729 -1.736 -2.416
H -4.661 -0.331 -2.438
H -4.811 -0.166 0.049
H -6.399 -0.075 -0.702
H -5.882 -1.571 0.078
```

Results
- SMILES: CCCOc1ccccc1[C@H]1NC(=O)NC(C)=C1C(=O)OCCOC(C)C
- Calculated total energy: -34413.0484 eV
- Energy above the lowest of the compared OMol25 structures with the same formula, charge and spin: 171.8 kJ/mol
- E_LUMO: 0.72 eV
- Charge: 0
- Kohn-Sham gap: 9.336 eV
- HOMO energy: -8.6 eV

---

[2]
Molecular formula: C20H28N2O5P2PdS3Te
Method: DFT, ωB97M-V/def2-TZVPD

```
62
Properties=species:S:1:pos:R:3
Pd 0.159 0.876 -1.502
C -4.218 -3.727 -1.794
C -3.042 -3.238 -0.987
O -1.929 -2.995 -1.867
P -1.192 -1.620 -2.105
O -0.567 -1.547 -3.436
Te -2.457 0.339 -1.474
O 0.019 -1.517 -1.026
C -0.199 -1.913 0.365
C 1.133 -1.880 1.059
H -5.056 -3.945 -1.132
H -3.967 -4.636 -2.338
H -4.536 -2.970 -2.509
H -2.700 -3.982 -0.264
H -3.274 -2.316 -0.444
H -0.617 -2.922 0.342
H -0.930 -1.217 0.788
H 1.814 -2.613 0.627
H 1.004 -2.113 2.117
H 1.599 -0.896 1.003
S 2.837 1.049 2.437
P 1.079 1.820 2.172
S 0.524 2.479 0.275
C -0.263 0.750 2.793
C -1.522 0.725 2.212
C -2.524 -0.078 2.737
C -2.275 -0.857 3.854
C -1.017 -0.832 4.447
C -0.017 -0.037 3.918
C 0.819 3.379 3.083
C 1.865 3.917 3.824
C 1.681 5.089 4.541
C 0.451 5.727 4.522
C -0.596 5.191 3.782
C -0.413 4.025 3.066
H -1.715 1.326 1.331
H -3.497 -0.092 2.264
H -3.054 -1.485 4.267
H -0.816 -1.438 5.320
H 0.971 -0.032 4.361
H 2.818 3.405 3.828
H 2.500 5.502 5.114
H 0.306 6.641 5.081
H -1.557 5.688 3.764
H -1.230 3.616 2.486
O -0.085 2.697 -2.647
O -0.092 2.552 -3.853
S 2.455 0.943 -1.739
C 2.346 -0.132 -3.106
N 1.940 0.336 -4.281
C 1.650 -0.521 -5.422
C 2.582 -1.722 -5.374
C 2.488 -2.399 -4.016
N 2.719 -1.398 -2.983
H 1.578 1.271 -4.254
H 1.819 0.061 -6.329
H 0.605 -0.826 -5.375
H 3.608 -1.393 -5.551
H 2.319 -2.429 -6.159
H 3.237 -3.183 -3.907
H 1.493 -2.821 -3.867
H 2.941 -1.682 -2.042
```

Results
- Spin multiplicity: 3
- <S²>: 2.1863
- Calculated total energy: -96269.3317 eV
- Energy above the lowest of the compared OMol25 structures with the same formula, charge and spin: 22.7 kJ/mol
- E_LUMO (spin up / spin down): -1.51 / -1.75 eV
- Charge: 0
- Kohn-Sham gap (spin up / spin down): 6.298 / 6.063 eV
- HOMO energy (spin up / spin down): -7.8 / -7.8 eV

---

[3]
Molecular formula: C20H28N3O4RuS2SbSe4Si
Method: DFT, ωB97M-V/def2-TZVPD

```
64
Properties=species:S:1:pos:R:3
Ru 0.697 -1.320 0.816
C 4.889 5.509 -2.346
C 4.325 4.113 -2.449
C 4.799 3.206 -1.483
C 4.172 1.996 -1.271
C 3.051 1.704 -2.015
C 2.615 2.525 -3.064
C 3.317 3.706 -3.287
S 2.077 0.273 -1.601
O 2.822 -0.921 -1.910
O 0.913 0.494 -2.447
N 1.766 0.317 -0.025
C 1.229 1.683 0.425
C 0.333 1.474 1.623
O 0.184 2.370 2.492
O -0.355 0.408 1.575
H 5.880 5.455 -1.891
H 4.259 6.044 -1.637
H 4.999 6.130 -3.259
H 5.536 3.577 -0.822
H 4.475 1.368 -0.452
H 1.726 2.257 -3.576
H 2.924 4.380 -4.040
H 0.665 2.163 -0.359
H 2.044 2.363 0.746
Se -1.983 -4.828 -1.771
Sb -0.522 -4.501 0.033
Se -1.325 -2.449 1.207
Se 1.648 -3.144 -0.307
Se -0.489 -6.535 1.393
N 1.019 0.421 4.465
C 0.696 -0.903 4.327
S 1.668 -1.960 3.471
N -0.407 -1.252 5.013
C -1.263 -2.388 5.055
C -0.965 -3.593 4.423
C -1.907 -4.617 4.463
C -3.077 -4.479 5.159
C -3.379 -3.299 5.857
C -2.455 -2.255 5.763
H 1.877 0.645 3.921
H 0.339 1.118 4.206
H -0.697 -0.484 5.554
H -0.029 -3.739 3.882
H -1.628 -5.569 3.974
H -3.704 -5.337 5.230
H -4.309 -3.183 6.368
H -2.689 -1.301 6.221
C -1.617 -1.187 -3.971
Si -2.884 0.146 -3.559
C -4.511 -0.358 -2.838
C -3.130 1.185 -5.066
C -2.073 1.161 -2.271
H -1.851 -1.717 -4.917
H -1.488 -1.943 -3.193
H -0.628 -0.717 -4.029
H -5.138 -0.863 -3.580
H -4.990 0.570 -2.518
H -4.372 -0.988 -1.975
H -3.692 0.702 -5.870
H -2.162 1.547 -5.443
H -3.713 2.051 -4.745
H -1.166 1.748 -2.458
H -2.345 1.022 -1.220
```

Results
- Spin multiplicity: 5
- <S²>: 6.0317
- Calculated total energy: -333911.3183 eV
- Energy above the lowest of the compared OMol25 structures with the same formula, charge and spin: 0.0 kJ/mol
- E_LUMO (spin up / spin down): 3.78 / 3.78 eV
- Charge: -2
- Kohn-Sham gap (spin up / spin down): 5.547 / 5.554 eV
- HOMO energy (spin up / spin down): -1.8 / -1.8 eV

---

[4]
Molecular formula: C20H28N4OS
Method: DFT, ωB97M-V/def2-TZVPD

```
54
Properties=species:S:1:pos:R:3
C -4.574 1.451 1.582
C -3.580 2.178 2.514
O -2.374 1.791 1.967
C -1.111 2.245 2.659
C -1.003 3.209 3.761
C 0.139 3.406 4.375
C 1.394 2.927 3.927
C 1.329 2.309 2.592
C 0.173 1.808 2.010
N 0.123 1.002 1.012
C 0.883 -0.153 0.509
N 0.879 -0.580 -0.770
C 1.768 -1.590 -0.877
H 1.041 -2.355 -1.732
H 1.738 -2.288 -0.116
C 3.129 -1.545 -1.299
N 3.844 -2.590 -1.653
C 3.561 -2.978 -3.133
H 3.830 -3.798 -3.497
H 2.407 -3.119 -3.344
H 3.961 -2.092 -3.946
C 5.167 -2.804 -1.544
H 5.529 -3.630 -1.841
H 5.687 -1.975 -2.021
H 5.237 -2.312 -0.701
H 3.005 -0.592 -2.109
H 3.718 -0.953 -0.367
C -0.223 -0.010 -1.637
C -1.451 -0.529 -1.185
C -1.818 -1.571 -0.404
C -3.224 -1.874 -0.383
N -4.095 -1.095 -0.861
C -3.923 -0.120 -1.489
C -2.469 0.376 -1.687
H -2.333 1.227 -2.289
H -4.904 0.359 -1.957
H -3.414 -2.607 0.195
H -1.080 -2.370 0.085
C 0.187 -0.384 -3.028
H 1.224 -0.341 -3.321
H -0.428 0.224 -3.455
H -0.025 -1.667 -3.198
H 0.086 1.034 -1.455
S 2.259 -0.603 1.786
H -0.779 0.887 0.438
H 2.204 2.045 2.391
H 2.200 3.451 4.379
H 0.012 4.174 5.368
H -2.147 3.398 4.050
H -3.590 1.590 3.376
H -3.619 3.222 2.393
H -4.443 1.917 0.452
H -4.588 0.565 1.472
H -5.521 1.732 2.005
```

Results
- Calculated total energy: -40019.6036 eV
- Energy above the lowest of the compared OMol25 structures with the same formula, charge and spin: 1971.9 kJ/mol
- E_LUMO: -0.06 eV
- Charge: 0
- Kohn-Sham gap: 7.447 eV
- HOMO energy: -7.5 eV

---

[5]
Molecular formula: C20H28NO2SY
Method: DFT, ωB97M-V/def2-TZVPD

```
53
Properties=species:S:1:pos:R:3
O -0.542 3.205 0.197
C -1.817 3.808 -0.180
C -1.306 5.238 -0.179
H -2.592 3.644 0.585
H -2.185 3.478 -1.167
C 0.029 4.550 0.203
H -1.717 5.847 0.634
H -1.317 5.734 -1.156
C 0.443 5.022 1.578
H -0.368 4.860 2.300
H 0.638 6.108 1.527
H 1.358 4.525 1.922
C 1.110 4.733 -0.838
H 0.768 4.392 -1.826
H 2.013 4.178 -0.553
H 1.365 5.802 -0.918
Y 0.410 -2.683 0.194
C 1.531 -4.061 -1.735
C 0.136 -4.301 -1.873
C -0.496 -3.078 -2.273
H -0.345 -5.270 -1.736
C 0.531 -2.090 -2.408
C 1.776 -2.689 -2.038
H 2.751 -2.201 -2.062
H 2.279 -4.822 -1.524
H -1.552 -2.944 -2.517
H 0.404 -1.096 -2.828
C 2.047 -3.956 1.725
C 2.847 -3.055 0.953
C 2.497 -1.718 1.319
H 3.648 -3.332 0.274
C 1.466 -1.795 2.319
C 1.196 -3.177 2.567
H 0.490 -3.562 3.306
H 2.130 -5.042 1.731
H 2.998 -0.806 0.986
H 1.018 -0.953 2.852
O -1.087 -0.864 0.716
C -0.220 0.106 0.027
C -1.086 0.721 -1.068
H 0.746 -0.322 -0.302
H 0.023 0.874 0.768
C -2.426 0.817 -0.295
H -1.192 0.093 -1.964
H -0.676 1.674 -1.414
C -2.499 -0.534 0.388
H -3.292 1.109 -0.900
H -2.280 1.568 0.489
H -2.879 -1.313 -0.279
H -3.048 -0.569 1.328
S -1.856 -3.921 1.130
C -1.186 -5.429 1.035
N -0.686 -6.505 0.978
```

Results
- Calculated total energy: -38658.3095 eV
- Energy above the lowest of the compared OMol25 structures with the same formula, charge and spin: 0.0 kJ/mol
- E_LUMO: 0.18 eV
- Charge: 0
- Kohn-Sham gap: 8.032 eV
- HOMO energy: -7.9 eV

---

[6]
Molecular formula: C20H29AsFeN6O7
Method: DFT, ωB97M-V/def2-TZVPD

```
64
Properties=species:S:1:pos:R:3
Fe -0.237 -0.251 0.181
N -0.111 2.177 1.427
N -0.295 3.144 0.419
C -0.824 2.720 -0.808
O -1.258 3.530 -1.595
O -0.740 1.452 -1.005
H -0.870 2.182 2.109
H 0.773 2.331 1.906
H -0.518 4.098 0.681
O -1.062 -0.729 2.171
C -0.566 -1.089 3.240
C 0.812 -1.092 3.611
C 1.154 -1.539 4.894
C 2.464 -1.551 5.310
C 3.483 -1.081 4.460
C 3.183 -0.650 3.204
C 1.842 -0.650 2.700
O 1.611 -0.262 1.517
N 2.802 -2.065 6.612
O 3.973 -2.059 6.921
O 1.894 -2.479 7.301
H -1.249 -1.444 4.030
H 0.387 -1.884 5.573
H 4.499 -1.079 4.830
H 3.961 -0.294 2.547
C -1.999 0.314 -3.517
As -2.918 -0.299 -1.909
C -4.299 -1.514 -2.579
C -3.910 1.115 -1.009
O -1.977 -1.190 -0.881
H -2.715 0.831 -4.152
H -1.604 -0.559 -4.037
H -1.191 0.989 -3.250
H -4.980 -0.980 -3.241
H -4.855 -1.933 -1.741
H -3.826 -2.330 -3.123
H -4.342 1.786 -1.748
H -3.244 1.674 -0.356
H -4.700 0.649 -0.418
C 0.937 -5.320 -1.124
N 1.724 -4.147 -1.447
C 2.814 -4.299 -2.387
C 1.320 -2.972 -1.096
N 1.003 -1.910 -0.762
H 1.602 -6.115 -0.781
H 0.390 -5.674 -2.002
H 0.226 -5.085 -0.336
H 3.475 -5.098 -2.047
H 3.381 -3.373 -2.453
H 2.438 -4.554 -3.381
N 2.297 1.125 -1.010
C 2.960 1.362 -2.162
C 2.469 2.325 -3.068
C 3.152 2.597 -4.231
C 4.332 1.921 -4.528
C 4.829 0.970 -3.641
C 4.156 0.684 -2.474
H 2.614 0.458 -0.323
H 1.461 1.649 -0.806
H 1.556 2.850 -2.828
H 2.772 3.341 -4.916
H 4.867 2.141 -5.439
H 5.753 0.459 -3.869
H 4.543 -0.045 -1.777
```

Results
- Spin multiplicity: 6
- <S²>: 8.7926
- Calculated total energy: -139700.8183 eV
- Energy above the lowest of the compared OMol25 structures with the same formula, charge and spin: 162.4 kJ/mol
- E_LUMO (spin up / spin down): -2.50 / -6.28 eV
- Charge: +1
- Kohn-Sham gap (spin up / spin down): 8.011 / 4.223 eV
- HOMO energy (spin up / spin down): -10.5 / -10.5 eV

---

[7]
Molecular formula: C20H29ClN3O12P2Tl
Method: DFT, ωB97M-V/def2-TZVPD

```
68
Properties=species:S:1:pos:R:3
Tl -3.631 -0.456 0.682
C -1.541 -5.600 -0.564
C -2.143 -4.208 -0.370
O -3.407 -4.245 -1.033
P -2.384 -3.902 1.451
O -3.329 -4.947 1.966
O -0.902 -4.227 2.054
O -2.694 -2.461 1.767
P -1.084 -2.949 -1.234
O 0.198 -2.776 -0.157
O -0.483 -3.521 -2.473
O -1.774 -1.616 -1.242
H -2.292 -6.335 -0.273
H -0.659 -5.741 0.062
H -1.271 -5.735 -1.611
H -4.022 -3.624 -0.608
H -4.826 -4.247 2.161
H -0.345 -3.481 1.788
H 0.807 -3.487 -0.391
O -5.602 -3.707 2.508
C -5.791 -2.655 1.745
O -5.329 -2.570 0.612
C -6.548 -1.471 2.393
O -7.666 -1.695 2.868
O -5.879 -0.409 2.343
C 0.834 2.113 -1.643
C 1.903 1.080 -2.006
C 1.228 -0.195 -2.536
C 2.699 1.677 -3.181
C 2.868 0.733 -0.818
O 3.923 -0.102 -1.357
C 3.601 1.938 -0.162
C 3.040 2.682 1.067
C 2.090 3.821 0.802
C 2.514 4.951 0.107
C 1.650 6.001 -0.158
C 0.340 5.921 0.286
Cl -0.755 7.239 -0.047
C -0.108 4.818 0.990
C 0.774 3.778 1.248
C 2.307 -0.263 0.227
N 1.177 0.079 1.070
C -0.135 0.055 0.793
N -0.842 0.233 1.889
C 0.109 0.350 2.846
N 1.348 0.269 2.407
H 0.102 2.160 -2.453
H 1.263 3.109 -1.525
H 0.293 1.868 -0.735
H 0.715 0.032 -3.472
H 0.477 -0.609 -1.867
H 1.963 -0.975 -2.734
H 1.991 1.959 -3.962
H 3.385 0.955 -3.631
H 3.252 2.579 -2.910
H 4.393 0.413 -2.020
H 3.835 2.669 -0.943
H 4.556 1.510 0.152
H 3.909 3.100 1.587
H 2.583 1.983 1.759
H 3.539 5.012 -0.242
H 1.983 6.874 -0.703
H -1.136 4.762 1.322
H 0.418 2.905 1.784
H 3.123 -0.497 0.909
H 2.061 -1.179 -0.308
H -0.561 -0.209 -0.166
H -0.118 0.468 3.893
```

Results
- Calculated total energy: -86055.2064 eV
- Energy above the lowest of the compared OMol25 structures with the same formula, charge and spin: 0.0 kJ/mol
- E_LUMO: 3.52 eV
- Charge: -2
- Kohn-Sham gap: 6.517 eV
- HOMO energy: -3.0 eV

---

[8]
Molecular formula: C20H29F11N4O3P3SSeTi
Method: DFT, ωB97M-V/def2-TZVPD

```
73
Properties=species:S:1:pos:R:3
Ti -0.164 0.498 1.348
F -2.554 6.984 1.407
C -2.426 5.753 0.964
C -1.198 5.106 1.077
F -0.169 5.714 1.642
C -1.097 3.818 0.611
F 0.079 3.151 0.748
C -2.161 3.146 0.034
S -1.908 1.524 -0.598
C -3.377 3.804 -0.068
F -4.419 3.205 -0.622
C -3.515 5.104 0.399
F -4.673 5.728 0.300
C 1.444 -3.781 -1.969
N 1.069 -2.363 -1.897
C 0.655 -1.784 -3.186
P 1.359 -1.375 -0.675
O 0.125 -0.596 -0.175
O 1.833 -2.343 0.528
P 1.256 -2.206 2.049
O 1.028 -0.702 2.231
N 2.372 -2.695 3.083
C 2.735 -4.113 3.219
C 3.377 -1.771 3.643
N -0.131 -3.029 2.017
C -0.209 -4.412 1.513
C -1.202 -2.660 2.967
N 2.510 -0.292 -1.026
C 3.747 -0.785 -1.659
C 2.741 0.918 -0.235
H 2.160 -3.922 -2.779
H 0.559 -4.383 -2.174
H 1.899 -4.113 -1.042
H 1.444 -1.927 -3.925
H 0.450 -0.721 -3.080
H -0.252 -2.282 -3.526
H 1.925 -4.761 2.891
H 2.931 -4.321 4.270
H 3.630 -4.333 2.637
H 3.050 -0.741 3.545
H 4.337 -1.908 3.143
H 3.491 -2.000 4.701
H 0.589 -4.608 0.801
H -1.162 -4.539 1.001
H -0.149 -5.133 2.328
H -1.564 -1.650 2.785
H -0.887 -2.741 4.008
H -2.032 -3.342 2.800
H 3.542 -1.673 -2.252
H 4.500 -1.023 -0.905
H 4.136 -0.015 -2.322
H 1.850 1.234 0.317
H 3.004 1.743 -0.895
H 3.543 0.762 0.491
Se -0.537 1.953 -2.299
C -1.804 2.029 -3.725
C -1.831 3.185 -4.495
C -2.673 3.238 -5.598
C -3.489 2.159 -5.903
C -3.467 1.015 -5.112
C -2.613 0.938 -4.026
H -1.212 4.034 -4.239
H -2.699 4.129 -6.210
H -4.147 2.207 -6.759
H -4.112 0.180 -5.350
H -2.588 0.045 -3.413
F -1.736 1.131 2.308
P -1.011 1.739 3.985
F 0.400 1.717 2.941
F -0.719 0.192 4.178
F -0.183 2.181 5.206
F -2.424 1.610 4.598
F -1.278 3.169 3.420
```

Results
- Spin multiplicity: 2
- <S²>: 0.7518
- Calculated total energy: -190366.7486 eV
- Energy above the lowest of the compared OMol25 structures with the same formula, charge and spin: 121.8 kJ/mol
- E_LUMO (spin up / spin down): -6.74 / -6.48 eV
- Charge: +2
- Kohn-Sham gap (spin up / spin down): 6.969 / 7.224 eV
- HOMO energy (spin up / spin down): -13.7 / -13.7 eV

---

no.,F_max (eV/A)
1,0.8
2,1.2
3,2.1
4,14.2
5,3.7
6,1.9
7,0.4
8,1.4